DFT (ωB97M-V/def2-TZVPD) results for C2H18ClO7 as an isolated structure at a distorted geometry.

```
28
Properties=species:S:1:pos:R:3:forces:R:3:nbo_charge:R:1
Cl 0.80059 0.40244 0.44322 0.065 -0.060 -0.328 -0.500
O -0.44377 -1.87953 -0.03448 -0.778 -2.549 0.000 -0.975
H -1.33882 -1.62005 0.18411 0.006 -0.240 0.129 0.449
H 0.07082 -1.07946 0.07196 -0.144 -0.279 0.010 0.430
O 2.54387 -1.60256 -0.29514 1.097 -0.971 -0.345 -0.958
H 1.81570 -2.19751 -0.11617 -0.285 -0.197 -0.076 0.469
H 2.18698 -0.72991 -0.12978 0.212 -0.401 -0.385 0.441
O -0.01494 0.47849 2.83849 -1.247 -0.037 2.835 -0.980
H -0.87731 0.88244 2.74168 -0.218 0.100 0.014 0.449
H 0.43637 0.67661 2.01794 0.047 0.366 0.602 0.433
O 3.17423 1.49286 0.37964 1.927 1.199 -0.313 -0.967
H 3.15142 1.70953 1.31172 0.003 -0.138 0.256 0.463
H 2.45031 0.87850 0.25828 0.536 0.430 0.003 0.429
O 0.13628 2.60474 -0.82253 -0.745 2.163 -0.939 -0.973
H 0.33357 1.75370 -0.43132 0.109 0.716 -0.251 0.423
H 0.95460 3.09639 -0.75286 0.237 0.053 0.061 0.460
O 2.37928 -0.72975 2.67124 0.873 -0.218 0.536 -0.954
H 1.87278 -0.83721 1.86617 0.032 -0.263 -0.069 0.468
H 1.81720 -1.08831 3.35807 -0.269 0.131 0.108 0.468
C -3.10107 -0.75428 -2.28242 0.574 0.005 0.602 -0.625
C -2.24640 0.14540 -1.36202 0.515 -0.656 -0.918 -0.049
O -0.88758 0.19193 -1.74846 -1.257 -0.075 -1.624 -0.743
H -3.10538 -0.40879 -3.31621 -0.015 0.112 0.070 0.204
H -4.11527 -0.79063 -1.88470 -0.178 0.178 -0.137 0.190
H -2.73397 -1.78039 -2.26156 0.202 0.009 -0.071 0.210
H -2.20214 -0.30737 -0.37149 -1.040 0.529 0.343 0.127
H -2.66750 1.15033 -1.39176 -0.140 0.151 0.502 0.160
H -0.38975 0.34242 -0.94154 -0.120 -0.059 -0.614 0.450
```
Forces are in eV/Å.

Results
HOMO level, eV: -6.436
Net charge: -1